Computed, not measured: a single C4H9NO2 molecule in a non-equilibrium geometry, with ωB97M-V/def2-TZVPD.

Cartesian coordinates (Å):
N1 1.08407 -1.61308 -0.36367
C1 0.31757 -1.64409 0.75139
O1 0.41060 -2.51883 1.59558
C2 -0.69338 -0.51868 0.85474
C3 -0.18029 0.90252 0.75719
C4 -0.31321 1.55984 -0.67836
O2 0.48801 0.85449 -1.58896
H1 1.81154 -2.30023 -0.46056
H2 1.02131 -0.85154 -1.02414
H3 -1.47576 -0.71997 -0.02004
H4 -1.25637 -0.67893 1.77558
H5 -0.75438 1.56642 1.40904
H6 0.87744 0.96848 1.03381
H7 -1.38307 1.63074 -0.95171
H8 0.11168 2.57160 -0.64009
H9 -0.06578 0.79126 -2.44981

Results
- E_LUMO: 0.497 eV
- Spin multiplicity: 1
- Energy above the lowest of the compared OMol25 structures with the same formula, charge and spin: 21.3 kcal/mol
- E_HOMO: -9.40 eV
- E_tot: -363.0515 a.u.

The net atomic charges from Mulliken, expressed in e, are:
1 N -0.320
2 C 0.416
3 O -0.646
4 C -0.440
5 C -0.602
6 C -0.542
7 O -0.564
8 H 0.192
9 H 0.272
10 H 0.252
11 H 0.267
12 H 0.329
13 H 0.367
14 H 0.401
15 H 0.285
16 H 0.332